1.
Molecular formula: C47H43FGeIMnN5O6S
Method: DFT, ωB97M-V/def2-TZVPD

The geometry in XYZ format:
```
106
Properties=species:S:1:pos:R:3:forces:R:3
Mn 0.623 -1.094 -2.073 0.310 -0.477 0.099
F -0.977 -2.655 4.404 0.013 -0.015 -0.005
C 0.127 -2.003 3.988 -0.049 0.005 -0.052
C 0.260 -1.765 2.653 0.029 0.003 0.013
C 1.398 -1.124 2.148 -0.028 -0.035 0.034
C 1.582 -0.953 0.715 -0.003 0.005 -0.036
O 0.697 -1.407 -0.086 0.058 0.028 0.014
C 2.765 -0.304 0.321 0.044 -0.109 -0.031
C 3.655 0.126 1.276 -0.001 -0.030 0.022
N 3.486 -0.018 2.591 -0.032 -0.003 0.002
C 4.522 0.435 3.506 0.035 0.031 0.019
C 4.242 1.615 4.394 0.010 -0.018 -0.029
C 5.198 1.744 3.245 -0.051 -0.021 0.006
C 2.365 -0.687 3.065 0.006 0.013 -0.012
C 2.203 -0.930 4.435 -0.018 -0.013 -0.002
C 1.107 -1.619 4.930 -0.001 0.024 -0.090
N 1.011 -1.892 6.302 0.029 0.030 0.126
C 2.167 -2.421 7.014 -0.014 -0.039 -0.005
C 2.325 -1.662 8.331 -0.041 0.018 -0.029
N 0.944 -1.297 8.836 0.028 -0.046 0.003
C -0.070 -2.331 8.444 0.049 -0.009 -0.019
C -0.247 -2.308 6.923 -0.040 0.016 -0.007
C 3.206 -0.103 -1.103 -0.001 0.404 0.176
O 4.285 0.402 -1.309 0.024 -0.060 -0.092
O 2.389 -0.473 -2.045 -0.067 -0.050 -0.020
H -0.512 -2.101 1.975 0.014 0.000 0.013
H 4.571 0.598 0.943 -0.013 0.010 0.006
H 5.120 -0.380 3.894 0.012 0.006 0.003
H 4.639 1.597 5.400 -0.018 0.004 -0.010
H 3.279 2.095 4.279 0.015 -0.004 0.025
H 6.257 1.796 3.449 -0.009 0.000 -0.008
H 4.868 2.331 2.399 0.018 -0.015 0.004
H 2.952 -0.560 5.119 -0.008 -0.016 0.013
H 3.073 -2.312 6.426 0.022 0.033 -0.019
H 2.048 -3.494 7.200 -0.011 -0.005 -0.006
H 2.869 -0.730 8.203 0.015 0.018 0.017
H 2.813 -2.259 9.098 -0.003 -0.026 0.004
H 0.673 -0.397 8.439 -0.020 0.034 -0.033
H 0.961 -1.181 9.850 0.010 0.017 0.045
H -1.005 -2.122 8.957 -0.013 0.025 0.009
H 0.314 -3.283 8.804 -0.002 -0.019 0.012
H -1.028 -1.598 6.651 -0.002 -0.006 -0.005
H -0.580 -3.302 6.618 0.016 -0.015 0.001
I 0.151 -3.988 -7.324 0.004 0.020 0.022
C 0.912 -2.395 -6.231 0.046 0.069 -0.004
C 1.745 -1.441 -6.801 -0.016 -0.047 -0.030
C 2.201 -0.413 -5.999 -0.005 0.013 0.014
C 1.828 -0.361 -4.668 0.007 0.042 0.036
N 1.031 -1.282 -4.104 0.058 0.013 -0.175
C 0.591 -2.271 -4.893 -0.092 -0.060 0.035
H 2.030 -1.506 -7.843 -0.002 0.004 0.005
H 2.850 0.356 -6.393 -0.007 -0.009 0.006
H 2.190 0.422 -4.023 -0.005 -0.005 -0.001
H -0.050 -3.020 -4.455 -0.044 -0.028 0.051
N -0.511 -2.858 -1.914 -0.250 -0.057 -0.031
C -1.926 -2.648 -1.867 -0.064 0.063 -0.061
C -2.575 -2.689 -0.634 0.044 0.028 -0.025
C -3.923 -2.409 -0.553 -0.065 -0.053 0.134
C -4.611 -2.112 -1.724 -0.057 0.009 -0.055
C -3.985 -2.094 -2.970 -0.088 -0.024 -0.101
C -2.637 -2.368 -3.036 0.086 -0.035 0.153
S -6.268 -1.656 -1.621 0.153 0.111 0.034
O -5.997 0.261 -1.340 -0.038 0.002 0.032
O -6.905 -1.582 -2.872 -0.002 -0.039 -0.051
O -6.860 -1.920 -0.371 -0.017 -0.064 0.045
H -0.190 -3.188 -1.008 0.072 -0.047 0.046
H -0.264 -3.561 -2.606 -0.015 0.003 -0.045
H -2.020 -2.944 0.260 -0.011 0.017 -0.013
H -4.442 -2.441 0.397 0.025 -0.001 -0.021
H -4.550 -1.865 -3.865 0.032 -0.004 0.030
H -2.132 -2.329 -3.990 0.048 -0.010 -0.069
C -0.437 0.016 -2.222 -0.148 0.404 -0.052
Ge -1.039 1.874 -2.600 -0.008 0.078 -0.069
C -0.500 2.859 -1.019 -0.046 0.017 -0.108
C -0.524 4.254 -1.025 -0.002 0.039 -0.070
C -0.132 4.970 0.096 0.015 -0.004 0.051
C 0.285 4.298 1.239 -0.010 0.000 -0.034
C 0.307 2.910 1.255 0.010 0.020 0.042
C -0.083 2.195 0.132 -0.015 -0.115 0.020
C -2.987 1.781 -2.856 0.093 -0.030 0.003
C -3.600 2.480 -3.896 0.091 0.055 -0.035
C -4.974 2.437 -4.092 -0.099 0.006 0.001
C -5.778 1.694 -3.239 -0.007 -0.006 -0.004
C -5.155 1.027 -2.204 0.027 0.123 -0.129
C -3.790 1.037 -1.996 -0.018 -0.022 0.193
C -0.159 2.387 -4.246 -0.084 -0.070 0.053
C -0.641 1.928 -5.474 -0.051 -0.065 0.013
C 0.002 2.268 -6.654 0.034 0.018 -0.031
C 1.140 3.066 -6.616 -0.015 -0.005 0.009
C 1.637 3.513 -5.400 0.009 0.000 -0.025
C 0.989 3.175 -4.219 0.043 0.037 0.101
H -0.841 4.797 -1.910 0.004 -0.019 0.014
H -0.150 6.052 0.079 0.001 -0.015 0.001
H 0.591 4.859 2.112 -0.005 -0.007 -0.010
H 0.624 2.380 2.147 0.000 0.011 -0.011
H -0.064 1.111 0.153 0.005 0.010 -0.003
H -2.999 3.077 -4.573 -0.006 -0.026 0.022
H -5.423 2.993 -4.903 -0.004 -0.024 0.011
H -6.852 1.645 -3.361 0.036 0.001 0.006
H -5.975 0.536 -0.407 0.032 -0.054 -0.036
H -3.368 0.484 -1.160 0.016 0.022 -0.056
H -1.525 1.300 -5.518 0.021 0.024 0.003
H -0.385 1.918 -7.602 0.001 0.006 0.012
H 1.637 3.343 -7.537 -0.008 -0.005 0.013
H 2.523 4.134 -5.370 -0.011 -0.007 0.001
H 1.386 3.533 -3.274 -0.013 -0.002 -0.018
```
Positions in Å, forces in eV/Å.

As for the highest occupied orbital energy: -0.5355 Eh. The LUMO energy comes out at -7.55 eV. Its largest force on an atom is 0.6 eV/A. The calculation puts the electronic energy at -6564.74155 Eh. Its total charge is +3.

=====

2.
Molecular formula: C7H36O12
Method: DFT, ωB97M-V/def2-TZVPD

The geometry in XYZ format:
```
55
Properties=species:S:1:pos:R:3:forces:R:3
C 3.099 -0.841 -0.840 -1.527 -0.617 1.346
C 1.904 -1.432 -1.596 -0.138 0.676 -0.676
C 0.539 -1.131 -1.024 -0.018 -0.426 0.105
C -0.265 -2.081 -0.538 -0.118 -0.902 0.560
C -0.056 -3.547 -0.478 0.528 1.225 0.898
C 1.090 -4.118 -0.114 -0.184 -1.030 -0.155
C -0.017 0.258 -1.151 0.474 0.291 -0.034
H 3.063 -1.389 0.102 0.429 0.180 0.195
H 2.816 0.174 -0.541 0.913 0.239 -0.170
H 4.085 -1.062 -1.233 -0.046 0.630 -0.534
H 1.788 -0.930 -2.564 0.592 -0.587 -0.523
H 2.103 -2.500 -1.637 -0.411 0.011 -0.687
H -1.222 -1.878 -0.065 -0.120 0.677 -0.474
H -1.006 -4.072 -0.507 0.289 -0.524 -0.587
H 1.210 -5.196 -0.123 -0.224 -0.090 0.198
H 1.963 -3.593 0.235 0.088 0.437 -0.259
H -1.042 0.230 -0.806 0.000 0.527 0.198
H -0.046 0.658 -2.174 0.068 -0.524 -0.200
H 0.585 1.022 -0.652 -0.264 -0.148 0.581
H -2.613 -0.982 -2.476 -0.323 -0.516 0.095
H -3.766 -1.642 -1.587 0.252 -0.225 -0.367
O -3.307 -0.831 -1.811 0.016 0.642 0.370
H 3.128 0.740 3.244 -0.099 -0.227 -0.126
H 1.681 0.244 3.436 0.181 -0.058 -0.316
O 2.344 0.850 3.785 -0.103 0.360 0.428
H 1.241 -2.061 2.277 0.194 0.003 0.187
H 1.394 -1.070 1.203 0.052 0.239 0.139
O 1.898 -1.434 1.946 -0.443 -0.367 -0.064
H 1.058 2.726 -1.801 0.892 -0.310 -0.366
H 2.372 3.583 -1.430 0.060 -0.640 -0.647
O 1.429 3.466 -1.327 -1.179 1.152 1.132
H -1.239 -0.265 2.121 -0.251 0.499 0.198
H -0.855 1.161 2.713 -0.315 -0.244 -0.086
O -0.521 0.358 2.299 0.698 -0.262 -0.010
H -1.904 3.464 -1.715 -0.645 -0.323 0.496
H -0.591 3.667 -1.180 0.265 0.129 1.088
O -1.438 3.298 -0.879 0.121 0.171 -1.660
H -3.934 -0.404 0.989 0.013 0.026 -0.012
H -2.576 -0.175 0.331 -0.280 0.001 -0.163
O -3.045 -0.082 1.170 0.096 -0.347 -0.138
H 3.102 1.224 -2.073 0.172 0.236 0.266
H 3.383 1.726 -3.443 0.166 0.367 -0.097
O 3.306 2.050 -2.537 0.056 -0.858 -0.442
H -3.202 2.191 1.551 -0.026 -0.085 -0.004
H -3.146 1.398 2.835 -0.117 -0.147 -0.116
O -3.420 2.247 2.487 0.064 0.545 0.292
H -1.064 -0.085 -3.829 0.004 -0.006 -0.011
H -1.211 -1.358 -4.658 -0.101 -0.077 0.034
O -1.273 -1.023 -3.758 0.109 0.093 -0.181
H -0.743 -3.752 2.027 0.315 0.121 0.523
H -0.826 -2.650 3.202 0.199 -0.530 0.028
O -1.156 -2.944 2.349 -0.488 0.470 -0.387
H 0.723 4.158 1.043 -0.035 0.131 -0.053
H -0.528 3.420 1.416 -0.246 0.112 -0.044
O -0.174 4.314 1.362 0.398 -0.120 0.231
```
Positions in Å, forces in eV/Å.

As for the highest occupied orbital energy: -0.3368 Eh. The LUMO energy comes out at -0.28 eV. Its largest force on an atom is 2.1 eV/A. The calculation puts the electronic energy at -1191.10235 Eh.

=====

3.
Molecular formula: C4H4FNS2
Method: DFT, ωB97M-V/def2-TZVPD

The geometry in XYZ format:
```
12
Properties=species:S:1:pos:R:3:forces:R:3
C 1.479 0.484 0.386 -1.885 3.780 -1.037
C 0.508 -0.592 -0.064 1.345 -1.036 1.037
C -0.713 -0.897 0.824 1.858 0.703 -2.549
C -1.677 -1.678 0.347 0.208 -1.094 -1.365
H -0.392 3.218 -1.463 -0.521 -3.006 2.663
H 2.641 0.496 0.436 -2.361 -0.552 0.353
H -2.376 -1.975 1.111 -0.820 -0.150 -0.370
H -1.676 -2.157 -0.810 0.227 1.565 3.786
N 0.905 1.704 0.303 2.054 -2.729 -0.418
F -0.652 -0.219 1.996 -0.559 -1.058 -0.422
S -0.680 1.796 -0.348 0.772 3.347 -2.029
S 0.914 -1.386 -1.422 -0.317 0.230 0.351
```
Positions in Å, forces in eV/Å.

As for the highest occupied orbital energy: -0.3314 Eh. The LUMO energy comes out at -1.56 eV. Its largest force on an atom is 4.3 eV/A. The calculation puts the electronic energy at -1105.61940 Eh.

=====

What is the largest force on an atom in the first record? 0.6 eV/A